12
Properties=species:S:1:pos:R:3:forces:R:3:nbo_charge:R:1 method="wB97M-V/def2-TZVPD" homo_ev=-8.9 lumo_energy_ev=-0.486 e_tot_ev=-8799.0443 e_above_lowest_kcal_mol=100.9 orbital_gap_ev=8.37 multiplicity=1
O 0.5479 0.5912 3.0282 0.3 -0.1 -0.6 -0.50
N 1.3125 0.3484 0.7871 -0.2 0.1 0.5 -0.55
C -0.3136 -1.1832 -0.3470 -0.1 -0.1 0.1 -0.60
C -0.6633 0.8485 -0.6701 -0.1 0.1 0.1 -0.60
C -1.5442 -0.3008 -0.2030 0.3 0.0 -0.2 0.21
C 0.8762 0.4615 1.9107 0.0 0.0 0.2 0.86
C 0.6305 0.0349 -0.4480 0.0 0.0 -0.2 -0.06
H -0.1340 -1.9478 0.4173 -0.1 0.1 -0.1 0.25
H -0.7818 1.8208 -0.1781 0.0 -0.1 -0.1 0.25
H -0.4188 -1.7047 -1.3098 0.0 0.0 0.1 0.27
H 1.3711 0.0350 -1.2495 -0.1 0.0 0.1 0.21
H -0.8826 0.9961 -1.7377 0.0 0.0 0.1 0.27